Entry 1:
Formula: C33H26BiF6N5O7S4
Source: OMol25
Level of theory: the ωB97M-V functional and the def2-TZVPD basis

Properties
Total charge: 0
Energy relative to the best compared isomer or geometry (same formula, charge and spin) in kcal per mole: 47.1
E_HOMO in eV: -8.4808
Frontier orbital gap in eV: 7.764

```
82
C33H26BiF6N5O7S4 (the ωB97M-V functional and the def2-TZVPD basis)
Bi -0.64934 -0.93635 -0.31414
S 0.96038 -4.00684 0.70323
S -5.04341 -1.23267 1.18847
S 2.61821 -2.15196 1.86081
S -2.14832 -2.24617 1.40684
F 2.97176 -5.69022 0.11795
F 5.50020 -3.24824 1.50129
F 3.58245 -3.09184 -0.37975
F 0.99997 -6.45296 -0.26330
F 4.28314 0.30550 0.11612
F 1.85645 -4.99167 -1.60134
O 0.72398 -2.95200 -0.29746
O -0.19462 -4.65408 1.23839
O 1.60098 -1.14078 1.61095
O 3.37786 -1.99331 3.06093
O -2.39967 3.96089 0.98961
O 1.68451 1.03032 -3.98793
O -1.18002 -1.78168 -2.11841
N -0.36300 1.97589 -1.19208
N -1.50441 1.93292 1.38383
N 1.43007 -0.00329 -2.00957
N 2.01035 -3.62348 1.78802
N -3.08899 -0.50308 -0.31361
C -4.20237 0.13195 -0.83243
C 1.76952 -5.36980 -0.32423
C -0.25940 2.95938 -3.37207
C -5.38124 -0.13281 -0.12404
C -6.62074 1.23225 -1.62590
C 3.69828 -0.94348 -1.83155
C 0.48021 2.20212 6.03856
C 0.10515 1.82770 3.69114
C -5.45081 1.49274 -2.34334
C -1.60267 3.96389 -1.67457
C 4.88990 -1.29713 -2.30624
C 0.94340 1.79252 4.79865
C 1.09016 0.93957 -2.77785
C -2.15876 2.29234 2.64762
C -3.37415 -1.27148 0.70439
C 6.26057 -1.90138 -0.24448
C -4.24078 0.94645 -1.96011
C 3.80896 -2.00505 0.42735
C 0.10537 1.99600 -2.43888
C -1.20956 2.25212 3.82527
C 5.25812 -2.03699 0.86727
C -0.83489 2.62862 6.17710
C -6.59795 0.41216 -0.51146
C -1.68769 2.89086 0.57869
C -1.19532 2.94459 -0.81939
C -2.75142 3.69638 2.36639
C -1.89353 -2.99970 -2.20259
C 6.10325 -1.59871 -1.53393
C -1.13271 3.95618 -2.97458
C 2.65908 -0.03530 -4.03594
C 2.45965 -0.79381 -2.70323
C -1.67727 2.64327 5.07776
C 3.48456 -0.73769 -0.36152
H -7.50200 0.19056 0.03978
H -2.27566 4.72920 -1.31629
H 5.00852 -1.40376 -3.38113
H -2.71095 2.95239 5.19689
H 3.64684 0.41799 -4.11188
H -1.72169 -3.43328 -3.18999
H -3.83549 3.74006 2.45352
H 2.46039 -0.44633 -0.16692
H 2.03580 -1.78963 -2.87109
H 1.13739 2.18351 6.89806
H 0.46818 1.50104 2.72565
H -2.95536 1.56821 2.83103
H 0.14538 2.92282 -4.37297
H -1.20597 2.94200 7.14446
H 5.41069 -1.24861 1.60753
H 7.00999 -1.60103 -2.12917
H 2.46272 -0.64348 -4.91561
H 1.95524 1.42539 4.68655
H -1.57091 -3.72481 -1.44956
H -3.33763 1.11537 -2.53229
H -5.49539 2.12345 -3.22130
H -1.43846 4.72533 -3.67104
H 7.26446 -2.12091 0.10218
H -2.97121 -2.83574 -2.08303
H -2.30040 4.46674 2.98970
H -7.55793 1.66093 -1.95383
```

=====

Entry 2:
Formula: C33H26Br4NO3P2RhS
Source: OMol25
Level of theory: the ωB97M-V functional and the def2-TZVPD basis

Properties
⟨S²⟩: 6.051
Total charge: 0
Spin multiplicity: 5
Energy relative to the best compared isomer or geometry (same formula, charge and spin) in kcal per mole: 63.0
E_HOMO (alpha / beta) in eV: -6.1498 / -8.2194
Frontier orbital gap (alpha / beta) in eV: 6.352 / 6.413

```
71
C33H26Br4NO3P2RhS (the ωB97M-V functional and the def2-TZVPD basis)
Rh -0.08000 0.01704 0.15051
Br -3.32468 -3.52802 -1.97354
Br 3.24795 -3.47716 -1.96345
Br -1.64936 -5.50997 -4.02190
Br 1.61860 -5.58911 -3.93339
S -2.65135 0.00057 -1.42495
P -0.39857 2.22504 0.93933
P 2.16884 0.12071 0.95876
O -1.36043 -1.97595 -0.20491
O 1.28713 -1.76248 -0.46094
O -3.57774 0.86262 -0.67032
N -1.20365 0.53093 -1.29691
C 4.07421 -1.98406 1.18947
C 0.21327 4.19411 -0.89055
C 4.53138 -3.14840 1.78268
C -2.01121 0.64975 2.47498
C 2.30028 2.79655 1.83070
C 3.10092 1.32446 -2.81589
C 0.69116 -2.65495 -1.12357
C 0.67374 -4.43229 -2.78484
C 2.43792 0.85575 -1.69537
C -0.06938 5.10805 -1.88699
C -0.77831 -2.72228 -1.03587
C -2.41468 4.66301 -1.63311
C -0.73197 -4.41943 -2.79463
C 5.15759 1.34258 -1.58078
C 1.36224 -3.56752 -1.95736
C -2.14342 3.74323 -0.63650
C 2.22043 -1.95419 2.72344
C 2.92320 -1.37347 1.66920
C 4.46287 1.57531 -2.75763
C -3.01940 0.33492 3.36381
C 3.12760 0.63474 -0.50401
C -3.81511 1.34621 3.87696
C 0.81591 3.07174 2.07616
C -2.57700 2.98405 2.62161
C 2.71859 1.37956 2.20919
C 4.49796 0.87868 -0.45589
C -0.82586 3.52514 -0.24046
C 2.67267 -3.12306 3.30358
C -1.38364 5.34550 -2.25665
C -3.58696 2.66365 3.51362
C 3.83601 -3.71843 2.83724
C -1.43415 -3.58776 -1.94169
C -1.78924 1.97047 2.08642
H 5.05161 0.71423 0.45864
H -1.39020 -0.15142 2.04496
H -2.94492 3.17814 -0.18077
H 6.22212 1.52222 -1.53894
H 2.29400 1.10120 3.17836
H -3.19158 -0.69362 3.64336
H 1.30093 -1.49099 3.06218
H 4.98183 1.95068 -3.62934
H -1.60062 6.04751 -3.04690
H -4.20881 3.44573 3.92268
H 0.62247 4.14599 1.99987
H 0.73380 5.63094 -2.38548
H -2.41523 4.01230 2.32712
H 2.87289 3.50480 2.43758
H 1.24142 3.99868 -0.61742
H 2.56310 2.98125 0.78494
H 4.59641 -1.56846 0.34140
H 3.80738 1.32249 2.29587
H 4.18619 -4.63910 3.28046
H -4.62073 1.10029 4.55158
H 5.42993 -3.61671 1.40769
H 2.11315 -3.57764 4.10773
H 1.36539 0.66367 -1.74347
H 0.55903 2.76047 3.09295
H -3.43528 4.84664 -1.93353
H 2.55242 1.49229 -3.73292
```

=====

Entry 3:
Formula: C33H26GdN12S3
Source: OMol25
Level of theory: the ωB97M-V functional and the def2-TZVPD basis

Properties
⟨S²⟩: 16.075
Total charge: +1
Spin multiplicity: 8
Energy relative to the best compared isomer or geometry (same formula, charge and spin) in kcal per mole: 5.6
E_HOMO (alpha / beta) in eV: -9.4790 / -9.4944
Frontier orbital gap (alpha / beta) in eV: 7.105 / 5.780

```
75
C33H26GdN12S3 (the ωB97M-V functional and the def2-TZVPD basis)
Gd -0.60121 -0.40046 0.14088
S 0.78992 1.87238 4.51275
S -0.20066 -2.11442 2.17649
S -0.26396 -2.94433 -1.02275
N 5.47124 -4.30113 2.96562
N 1.54596 -0.16546 -1.11320
N -1.01928 -0.42276 -2.56872
N 2.56003 -0.95521 -2.91479
N 0.56082 1.10183 2.09685
N -3.05475 -1.50013 -0.17217
N -2.70093 0.91686 1.29218
N -2.75554 2.81601 -2.25571
N -4.81933 0.99093 1.87757
N 5.26367 -5.44674 -0.98468
N -5.01291 -1.89395 0.75249
N -1.12408 1.84401 -1.10844
C 1.43494 -0.42175 -2.39906
C 2.28018 -3.21017 2.10999
C 3.54775 -0.39300 0.42954
C 4.38944 -4.95816 -0.42003
C -0.54025 3.87756 0.28199
C -4.71189 -2.99298 -0.00850
C -1.96545 5.78860 -0.18673
C 1.94695 2.42531 3.37815
C -3.99002 -1.01696 0.62560
C -1.26803 3.15484 -0.65935
C -2.68514 5.09321 -1.13867
C 4.51949 -4.13820 2.34131
C 4.85398 -1.35201 -1.91111
C 3.29392 -4.29952 0.21596
C -2.94335 2.09364 1.95490
C -4.25038 2.15421 2.33138
C 2.85254 -0.52395 -0.76998
C 4.89093 -0.71576 0.42857
C 3.51517 -0.98709 -1.91503
C 0.01031 0.99745 3.27382
C 1.13791 -2.91108 1.36762
C 5.53294 -1.19371 -0.72037
C -2.31059 3.77491 -1.36273
C -2.13773 0.45224 -2.88238
C 1.08755 -3.30360 0.00801
C -0.90500 5.19063 0.50666
C -3.49469 -2.73761 -0.56441
C -3.85144 0.27068 1.26341
C 0.23852 -0.08061 -3.23942
C 2.17030 -3.99679 -0.53565
C 3.35099 -3.89512 1.55952
C 1.66784 1.91559 2.15372
C -2.01037 1.69989 -2.06224
H -1.24619 -1.38532 -2.77445
H 0.28551 3.42776 0.81084
H 5.46060 -0.62054 1.34398
H -5.36387 -3.84585 -0.07421
H 5.34466 -1.74526 -2.79194
H 2.32464 -2.90776 3.14761
H -2.90005 -3.37344 -1.19540
H -5.78482 0.73465 1.99000
H 2.75860 3.07148 3.66891
H -3.49739 2.93432 -2.92401
H -2.20985 6.82278 0.01450
H 2.25379 2.08426 1.26153
H -0.85302 0.38513 3.48501
H -2.16487 2.81950 2.11798
H 2.12104 -4.31148 -1.56920
H -3.06053 -0.06793 -2.61663
H 3.04759 -0.05641 1.32737
H 0.25338 0.99806 -3.40892
H -2.20668 0.72127 -3.94457
H -5.81845 -1.80641 1.34760
H 0.33689 -0.57424 -4.21058
H 2.70333 -1.23992 -3.86875
H -0.35098 5.77785 1.22723
H -3.49524 5.55699 -1.68636
H 6.57902 -1.46257 -0.66330
H -4.81343 2.90499 2.85686
```

=====

Entry 4:
Formula: C33H26O21
Source: OMol25
Level of theory: the ωB97M-V functional and the def2-TZVPD basis

Properties
Total charge: 0
SMILES: O=C1C=C(O)C(=O)C=C1O.O=C1C=C(O)C(=O)C=C1O.O=C1C=C(O)C(=O)C=C1O.O=C1C=C(O)C(=O)C=C1O.O=C1C=C(O)C(=O)C=C1O.CC(C)=O
Energy relative to the best compared isomer or geometry (same formula, charge and spin) in kcal per mole: 0.0
E_HOMO in eV: -8.8352
Frontier orbital gap in eV: 6.345

```
80
C33H26O21 (the ωB97M-V functional and the def2-TZVPD basis)
O 0.94678 -2.53253 -6.05798
O 2.07252 0.09204 7.87178
O -1.19972 1.94810 -0.79936
O -2.00333 -5.51702 4.12802
O 0.63103 -0.62518 1.11961
O 2.82770 -0.94245 3.10600
O 0.39561 -5.82125 0.03896
O 1.24418 -3.12662 3.48689
O 0.52077 -0.21551 -1.75148
O -0.35126 5.41960 -4.84215
O 2.71583 -4.16050 -4.99613
O -5.29785 4.27521 -1.18321
O -2.91371 -2.94028 3.66150
O -4.95103 4.29613 -3.94977
O 1.01969 4.89533 -0.29331
O 2.53916 2.74397 -1.24049
O -0.97803 1.58159 -3.43638
O -0.15455 -1.47795 7.81977
O -0.95407 -3.50867 -0.81778
O 1.68984 3.76630 -5.80488
O 2.64664 -1.52836 -0.88597
C 1.02336 4.50134 -1.61388
C 2.87795 -2.81423 -2.78726
C -3.06897 2.90228 -3.75641
C 0.16745 0.43915 1.65422
C -3.26879 2.86347 -0.98073
C -1.99078 2.29845 -2.96028
C 1.27499 -2.31309 -4.83654
C 2.40638 -1.37838 4.36422
C 0.10594 5.16545 -2.63558
C -4.12269 3.61957 -3.24060
C -2.06830 2.35843 -1.50854
C 2.05965 3.47418 -2.02519
C 2.68300 -0.43727 5.53727
C 1.00885 1.67569 1.65720
C -0.80817 -5.71637 2.15682
C 1.40073 -2.37020 4.41445
C 0.37325 -2.35218 5.52116
C -1.63787 -5.00646 3.11280
C -0.43924 -5.16716 0.77547
C 1.50290 4.01484 -4.45285
C 0.65946 -1.36748 6.71292
C -4.26122 3.57175 -1.76416
C -1.04085 -3.85090 0.32321
C 0.72533 -1.30670 -3.98100
C 2.18776 -1.84020 -1.95797
C -1.91326 -3.16355 1.28700
C -2.21341 -3.66010 2.73170
C 1.07793 -1.12492 -2.57013
C 0.37204 4.93134 -3.99911
C 2.38580 -3.06616 -4.25576
C 1.83778 -0.53772 6.80768
C 2.35243 3.37923 -3.37649
C -1.08419 0.42585 2.36518
H -1.52608 -0.64190 2.38571
H -0.34930 -3.08131 5.46750
H -3.33639 -2.30579 2.99289
H -5.08046 4.15732 -0.40193
H -2.92784 2.94685 -4.88223
H 0.28548 -0.99442 8.46691
H 1.24409 1.44716 2.60793
H 3.02840 2.53295 -3.70442
H 1.80809 1.53595 0.76293
H -0.31457 -6.62449 2.53195
H -0.64585 1.22168 -2.70104
H -3.46717 2.97425 0.22310
H 3.51842 0.19074 5.50553
H -0.52287 5.93359 -2.19121
H 0.55089 -0.39305 -0.85698
H 0.46176 -5.18679 -0.76299
H -0.75540 0.49634 3.44362
H 1.10732 4.42468 -6.30063
H -1.76674 1.14178 2.07673
H 0.38347 2.49352 1.26357
H -2.32047 -2.18707 0.96372
H 0.34209 5.60647 -0.27146
H 3.29698 -4.79854 -4.46777
H -0.06182 -0.67099 -4.27875
H 2.31814 -1.66940 2.56588
H 3.71839 -3.31944 -2.33104
```

=====

Entry 5:
Formula: C33H27AsNO9PdS
Source: OMol25
Level of theory: the ωB97M-V functional and the def2-TZVPD basis

Properties
⟨S²⟩: 2.029
Total charge: -1
Spin multiplicity: 3
Energy relative to the best compared isomer or geometry (same formula, charge and spin) in kcal per mole: 48.9
E_HOMO (alpha / beta) in eV: -4.5993 / -5.6580
Frontier orbital gap (alpha / beta) in eV: 6.411 / 5.705

```
73
C33H27AsNO9PdS (the ωB97M-V functional and the def2-TZVPD basis)
Pd 0.53977 -1.17342 -1.17833
As 0.93589 1.15620 -1.73713
S -4.32581 -2.98805 1.61087
O 4.51642 -3.45718 3.15332
O 2.84695 -1.61491 -0.86355
O -1.25672 -3.11498 -1.71984
O 1.80154 -2.29466 3.57919
O 5.36557 -2.86909 0.29359
O -1.35391 -0.87421 -1.90796
O -4.28666 -4.32127 2.15978
O 0.63437 -2.45640 0.68176
O -5.51480 -2.23066 1.50000
N -3.72465 -3.04811 0.09931
C 2.34526 -2.55870 2.51511
C -3.10176 3.65703 -1.93687
C -1.87370 -2.03911 -1.88027
C 3.57167 3.25702 0.80587
C 3.41101 2.61688 2.06192
C -2.78654 -0.99011 4.77850
C 3.82589 -2.94841 2.29458
C -1.99811 -2.01842 2.20987
C -1.62501 1.93174 -2.81136
C 2.72306 2.41130 -5.48835
C 1.83446 -2.43391 1.12178
C 3.44868 1.09523 -3.10072
C -0.70045 2.18822 -1.85390
C -0.31443 -0.45916 5.24658
C 4.28091 -2.69497 0.79871
C 1.94663 1.73082 -0.25322
C -2.83733 2.68031 -2.89990
C -3.31470 -1.99136 2.62637
C 2.44569 1.57505 2.13819
C -3.38462 -2.21936 -2.21412
C 4.40026 1.45232 -4.11855
C 3.02261 -2.14056 0.28644
C -1.05874 3.00211 -0.73954
C 1.78200 2.30861 -4.40906
C -2.29282 3.66451 -0.80655
C 4.07666 2.10414 -5.29868
C -4.25015 -2.17836 -0.94574
C 2.90028 2.77788 -0.33718
C -1.44122 -0.93866 4.37097
C -3.75017 -1.42398 3.85081
C 2.19531 1.73637 -3.18999
C 1.78689 1.12289 1.01971
C -1.11622 -1.45075 3.09703
H -5.31394 -2.40564 -1.12131
H 4.26720 4.06670 0.66523
H -0.26620 -1.06403 6.17210
H -1.60815 0.97874 -3.35314
H -0.55063 0.61598 5.40955
H -3.92921 4.36939 -2.07164
H 2.20750 1.15835 3.11458
H 1.13410 0.26048 1.06684
H -0.53399 2.97801 0.24221
H -2.53995 4.15930 0.15671
H -0.05345 -1.47435 2.85151
H -4.82631 -1.46698 4.06486
H -1.65271 -2.57680 1.35169
H 0.63483 -0.65131 4.73341
H 3.07944 3.33645 -1.25290
H 4.77577 2.31335 -6.10993
H -3.51117 2.52175 -3.74861
H 3.89612 2.89984 3.00345
H -2.99872 -0.86870 5.84395
H -4.32446 -1.19001 -0.49177
H 3.78666 0.52960 -2.28491
H -3.59526 -3.20015 -2.73143
H 2.29320 2.82232 -6.42491
H 5.44767 1.20172 -3.91780
H 0.74810 2.52308 -4.59730
H -3.08851 -3.82231 -0.24436
H -3.80719 -1.55465 -2.93555
```

=====

Entry 6:
Formula: C33H27AsO6PS2Ti
Source: OMol25
Level of theory: the ωB97M-V functional and the def2-TZVPD basis

Properties
⟨S²⟩: 0.756
Total charge: 0
Spin multiplicity: 2
Energy relative to the best compared isomer or geometry (same formula, charge and spin) in kcal per mole: 6.8
E_HOMO (alpha / beta) in eV: -7.8390 / -8.6000
Frontier orbital gap (alpha / beta) in eV: 7.528 / 8.111

```
71
C33H27AsO6PS2Ti (the ωB97M-V functional and the def2-TZVPD basis)
As 1.02120 -0.72991 2.76538
Ti -1.74847 0.45984 -2.90088
S -2.19033 2.20770 -4.48140
S -4.19177 0.88562 -2.76997
P -1.17768 -0.06477 -0.54824
O 1.61964 -3.57971 -5.67129
O 0.03119 0.26989 -3.28700
O -1.27925 -3.80318 -5.14180
O -4.70444 2.99596 -4.14628
O 2.59564 -1.09478 -4.41145
O -2.01177 -1.12730 -3.68533
C -3.07150 -1.69559 2.62279
C 1.38545 -4.89956 2.48827
C 1.71054 -2.50918 2.33771
C -2.24510 2.48519 -0.84140
C 2.64869 0.05641 3.52942
C -2.29403 0.87868 1.90371
C -2.04741 -0.18788 1.04576
C 1.31013 0.06508 0.95891
C 0.94909 -2.78126 -5.09133
C 1.45058 -1.46819 -4.46002
C -1.05295 1.74043 -0.87740
C -3.77182 2.10895 -3.84942
C -1.10422 4.40736 -1.72294
C -3.30253 -0.63095 3.48172
C 3.62062 -0.70007 4.17733
C 4.73503 -0.08936 4.73535
C -0.56890 -2.87962 -4.83822
C -4.40554 4.04655 -5.07246
C 0.24202 -0.84914 -3.94019
C 0.07838 3.68183 -1.77290
C 4.88737 1.28689 4.66119
C 0.96533 -3.60550 2.76382
C 2.80102 1.44143 3.48279
C 0.55451 -0.60924 -0.19552
C 2.88719 -2.73136 1.62655
C -2.26488 3.80760 -1.26034
C 2.55737 -5.10805 1.77709
C 3.30774 -4.02173 1.34562
C -0.88626 -1.63496 -4.15182
C 0.10669 2.35794 -1.36702
C 3.91477 2.05398 4.03600
C -2.92418 0.65261 3.11726
C -2.45596 -1.47311 1.40167
H -3.38626 -2.69477 2.89532
H -3.64354 4.71109 -4.66474
H -2.28222 -2.29609 0.71635
H -3.78368 -0.80013 4.43625
H 2.37851 -0.02231 0.75596
H -3.11517 1.48320 3.78439
H 0.52177 -1.69261 -0.04608
H 4.02275 3.12989 3.98024
H 0.98424 4.14705 -2.13819
H 5.75797 1.76293 5.09375
H 1.03598 1.80965 -1.42721
H 0.79897 -5.74420 2.82706
H 3.51013 -1.77602 4.23972
H 2.88808 -6.11546 1.55977
H 3.48909 -1.89158 1.29731
H 4.22263 -4.18254 0.78949
H 5.48815 -0.69125 5.22818
H -1.11700 5.44066 -2.04427
H -3.19295 4.36399 -1.22111
H -1.98063 1.88015 1.63984
H 1.08114 -0.44770 -1.13858
H -4.04861 3.63946 -6.01749
H 0.04795 -3.43345 3.31671
H 1.08268 1.13099 1.00944
H 2.03717 2.04974 3.00934
H -3.14191 2.03885 -0.43788
H -5.33644 4.58489 -5.21729
```